This record from the Open Molecules 2025 dataset describes an isolated ion of composition C27H21FN and charge +1 in a non-equilibrium geometry. The level of theory is wB97M-V/def2-TZVPD.

Each atom is followed by the atoms it is bonded to, with distances in Å.
Atoms and positions in Å:
1 C 4.444 -2.863 0.113  C2 1.421, C6 1.415, H16 1.099
2 C 3.357 -1.948 0.149  C1 1.421, C3 1.345, H17 1.088
3 C 2.106 -2.433 0.229  C2 1.345, C4 1.416, N13 1.436
4 C 1.840 -3.823 0.273  C3 1.416, C5 1.401, C7 1.442
5 C 2.892 -4.747 0.215  C4 1.401, C6 1.404, H18 1.101
6 C 4.206 -4.257 0.146  C1 1.415, C5 1.404, H19 1.089
7 C 0.411 -4.002 0.333  C4 1.442, C8 1.418, C12 1.398
8 C -0.175 -2.711 0.337  C7 1.418, C9 1.381, N13 1.421
9 C -1.549 -2.588 0.278  C8 1.381, C10 1.423, H20 1.076
10 C -2.331 -3.776 0.231  C9 1.423, C11 1.401, H21 1.096
11 C -1.752 -5.050 0.286  C10 1.401, C12 1.404, H22 1.095
12 C -0.354 -5.172 0.321  C7 1.398, C11 1.404, H23 1.096
13 N 0.854 -1.732 0.284  C3 1.436, C8 1.421, C14 1.371
14 C 0.739 -0.368 0.219  N13 1.371, C15 1.501, H24 1.127
15 C -0.510 0.437 0.434  C14 1.501, H25 1.054, H26 1.160, C32 1.522
16 H 5.479 -2.497 0.058  C1 1.099
17 H 3.539 -0.875 0.120  C2 1.088
18 H 2.696 -5.830 0.216  C5 1.101
19 H 5.056 -4.937 0.114  C6 1.089
20 H -1.999 -1.611 0.272  C9 1.076
21 H -3.422 -3.707 0.151  C10 1.096
22 H -2.382 -5.946 0.293  C11 1.095
23 H 0.130 -6.156 0.328  C12 1.096
24 H 1.700 0.115 -0.119  C14 1.127
25 H -1.223 0.584 -0.329  C15 1.054
26 H -0.991 0.188 1.460  C15 1.160
27 F 2.800 3.699 -3.756  C28 1.388
28 C 1.913 3.484 -2.710  F27 1.388, C29 1.394, C40 1.394
29 C 2.396 3.617 -1.409  C28 1.394, C30 1.414, H41 1.099
30 C 1.543 3.198 -0.362  C29 1.414, C31 1.381, H42 1.100
31 C 0.359 2.541 -0.636  C30 1.381, C32 1.522, C39 1.390
32 C -0.441 1.955 0.519  C15 1.522, C31 1.522, C33 1.581, H43 1.108
33 C -1.819 2.687 0.775  C32 1.581, C34 1.410, C38 1.408
34 C -2.090 3.266 2.032  C33 1.410, C35 1.421, H44 1.084
35 C -3.389 3.739 2.360  C34 1.421, C36 1.409, H45 1.111
36 C -4.403 3.746 1.381  C35 1.409, C37 1.405, H46 1.100
37 C -4.092 3.353 0.068  C36 1.405, C38 1.421, H47 1.108
38 C -2.779 2.897 -0.233  C33 1.408, C37 1.421, H48 1.074
39 C -0.114 2.490 -1.942  C31 1.390, C40 1.410, H49 1.094
40 C 0.670 2.938 -3.025  C28 1.394, C39 1.410, H50 1.097
41 H 3.393 4.032 -1.206  C29 1.099
42 H 1.807 3.468 0.671  C30 1.100
43 H 0.073 1.983 1.501  C32 1.108
44 H -1.293 3.385 2.757  C34 1.084
45 H -3.619 4.085 3.390  C35 1.111
46 H -5.440 4.000 1.648  C36 1.100
47 H -4.860 3.399 -0.728  C37 1.108
48 H -2.562 2.741 -1.273  C38 1.074
49 H -1.123 2.138 -2.177  C39 1.094
50 H 0.308 2.864 -4.057  C40 1.097

The net charge is +1. The HOMO-LUMO gap comes out at 6.584 eV. The calculation puts the molar mass at 378.47 g/mol. The value obtained for the highest occupied orbital energy is -0.42831 Ha. Its structure (SMILES) is Fc1ccc([C@H](CC=[N+]2c3ccccc3-c3ccccc32)c2ccccc2)cc1. As for the energy above the lowest of the compared OMol25 structures with the same formula, charge and spin: 0.466 eV.